# 1
The following is a DFT calculation (ωB97M-V/def2-TZVPD) of C47H52BiI2N10O4S2Se as an isolated structure.

Its HOMO-LUMO gap is 6.73 eV. As for the net charge: -1. The calculation puts the total energy at -181735.938 eV. The calculation puts the relative energy (zero: lowest compared OMol25 entry of this formula, charge and spin) at 0.400 eV.

Structure (XYZ):
```
119
Properties=species:S:1:pos:R:3:lowdin_charge:R:1
Bi 0.092 0.142 -0.370 1.457
N 2.919 2.002 -1.062 0.020
C 1.969 1.384 -0.833 -0.463
I -0.925 1.085 -3.018 0.618
I -0.539 -0.153 -5.845 -0.353
O 2.348 -1.457 0.810 -0.054
C 3.132 -0.479 1.357 -0.324
C 4.463 -0.464 0.960 -0.031
C 5.315 0.510 1.445 -0.084
C 4.847 1.466 2.346 -0.081
C 3.523 1.429 2.748 -0.055
C 2.644 0.467 2.252 -0.122
C 1.215 0.490 2.734 -0.617
O 1.011 0.557 3.939 0.035
O 0.244 0.448 1.855 -0.279
H 1.535 -1.585 1.336 0.024
H 4.798 -1.214 0.252 0.119
H 6.348 0.529 1.116 0.100
H 5.505 2.241 2.720 0.098
H 3.133 2.170 3.434 0.102
N -1.098 1.757 -0.993 -0.690
C -2.105 2.552 -0.454 -0.421
C -2.251 2.664 0.945 -0.096
C -3.266 3.428 1.496 -0.116
C -4.154 4.141 0.691 -0.127
C -3.997 4.061 -0.686 -0.110
C -2.996 3.279 -1.258 -0.074
H -1.542 2.139 1.581 0.079
H -3.368 3.472 2.576 0.099
H -4.942 4.740 1.130 0.088
H -4.670 4.608 -1.338 0.094
H -2.904 3.218 -2.335 0.060
C -0.217 3.629 4.393 -0.017
N -0.616 4.693 3.484 -0.068
C -0.082 4.893 2.241 -0.778
Se 1.286 4.008 1.429 0.681
N -0.801 5.925 1.711 0.118
C -1.772 6.384 2.592 -0.193
C -2.730 7.376 2.500 -0.017
C -3.559 7.568 3.603 -0.101
C -3.423 6.788 4.753 -0.098
C -2.456 5.787 4.834 -0.015
C -1.643 5.602 3.733 -0.182
H 0.307 2.861 3.834 0.034
H -1.109 3.191 4.842 0.096
H 0.437 4.011 5.178 0.099
H -0.657 6.209 0.758 0.148
H -2.839 7.970 1.600 0.112
H -4.325 8.333 3.564 0.096
H -4.080 6.962 5.597 0.096
H -2.349 5.177 5.723 0.108
C 5.369 -2.694 4.265 -0.061
C 4.046 -1.994 4.533 -0.189
N 3.324 -2.519 5.701 -0.040
C 3.807 -2.154 7.032 -0.197
C 4.577 -3.267 7.731 -0.076
C 2.236 -3.330 5.634 -0.422
O 1.654 -3.737 6.631 0.065
C 1.744 -3.693 4.259 -0.127
C 1.997 -4.933 3.698 -0.005
C 1.506 -5.210 2.431 -0.049
C 0.812 -4.220 1.751 -0.129
N 0.562 -3.023 2.293 0.071
C 0.997 -2.783 3.534 -0.068
H 5.799 -2.331 3.328 0.070
H 5.219 -3.775 4.181 0.076
H 6.092 -2.511 5.064 0.066
H 3.407 -2.070 3.660 0.098
H 4.210 -0.929 4.701 0.121
H 2.945 -1.877 7.637 0.119
H 4.433 -1.270 6.909 0.118
H 3.937 -4.141 7.853 0.069
H 4.898 -2.937 8.723 0.072
H 5.464 -3.556 7.163 0.061
H 2.570 -5.672 4.247 0.123
H 1.693 -6.165 1.957 0.101
H 0.476 -4.367 0.728 0.068
H 0.791 -1.793 3.938 0.120
S -5.625 -3.817 2.285 0.977
C -4.371 -2.732 1.630 -0.515
C -3.506 -3.193 0.650 -0.071
C -2.567 -2.314 0.128 -0.139
N -2.454 -1.041 0.523 0.025
C -3.292 -0.609 1.474 -0.098
C -4.264 -1.413 2.046 -0.064
C -4.937 -4.131 3.899 -0.523
C -5.146 -3.256 4.956 -0.085
C -4.621 -3.575 6.199 -0.141
N -3.928 -4.690 6.448 0.061
C -3.730 -5.520 5.420 -0.141
C -4.211 -5.288 4.138 -0.082
H -3.559 -4.216 0.299 0.105
H -1.873 -2.653 -0.635 0.031
H -3.188 0.425 1.774 0.096
H -4.925 -1.011 2.803 0.102
H -5.716 -2.346 4.816 0.100
H -4.770 -2.905 7.040 0.105
H -3.156 -6.417 5.632 0.105
H -4.023 -5.993 3.338 0.103
C 2.295 -3.269 -5.398 -0.055
N 1.988 -2.940 -4.005 -0.193
C 2.399 -1.591 -3.596 -0.094
C 1.165 -3.670 -3.236 -0.758
S 0.387 -3.020 -1.903 0.651
N 1.016 -4.999 -3.643 -0.238
C -0.128 -5.734 -3.128 -0.120
C 2.240 -5.795 -3.617 -0.068
H 2.041 -2.406 -6.015 0.061
H 1.709 -4.122 -5.718 0.086
H 3.358 -3.489 -5.528 0.086
H 3.367 -1.381 -4.055 0.093
H 2.493 -1.543 -2.516 0.045
H 1.672 -0.846 -3.931 -0.003
H -1.031 -5.141 -3.230 0.074
H -0.011 -6.002 -2.071 0.071
H -0.231 -6.647 -3.718 0.083
H 3.094 -5.190 -3.909 0.076
H 2.156 -6.635 -4.309 0.088
H 2.425 -6.189 -2.610 0.091
```

=====

# 2
The following is a DFT calculation (ωB97M-V/def2-TZVPD) of a 2-piece molecular cluster, C2H10NS2 overall.

Its HOMO-LUMO gap is 9.46 eV. As for the net charge: +1. The calculation puts the total energy at -25390.030 eV. The calculation puts the relative energy (zero: lowest compared OMol25 entry of this formula, charge and spin) at 0.484 eV.

Structure (XYZ):
```
15
Properties=species:S:1:pos:R:3:lowdin_charge:R:1
S 1.537 -1.049 0.549 0.272
S 1.651 0.089 -1.181 0.286
H 2.531 -0.477 1.239 -0.172
H 1.745 1.314 -0.637 -0.182
C -2.504 1.273 1.358 0.008
N -1.583 0.365 0.617 -0.065
C -1.979 0.104 -0.805 -0.008
H -2.032 1.598 2.277 0.107
H -2.751 2.124 0.733 0.106
H -3.417 0.735 1.586 0.109
H -1.526 -0.519 1.122 0.155
H -0.614 0.711 0.645 0.100
H -2.962 -0.363 -0.800 0.111
H -1.234 -0.541 -1.246 0.062
H -2.011 1.060 -1.322 0.110
```

=====

> Which of these has the highest net charge?

C2H10NS2

=====

> Which value of relative energy (zero: lowest compared OMol25 entry of this formula, charge and spin) does entry 2 give?

0.484 eV

=====

> The lowest net charge belongs to which entry?

C47H52BiI2N10O4S2Se